16
Properties=species:S:1:pos:R:3:forces:R:3:mulliken_charge:R:1 method="wB97M-V/def2-TZVPD" homo_energy_ev="-4.463 / -3.600" total_charge=-1 orbital_gap_ev="7.75 / 6.86" lumo_ev="3.3 / 3.3"
C 0.8217 -1.3941 0.7608 -0.3 -1.1 0.7 0.83
C 0.8992 -0.5232 1.9723 -0.2 -0.1 0.0 -0.71
C 0.9959 -1.2024 -1.5630 -0.2 -0.3 -0.3 -0.69
C -1.4845 0.9848 -1.3845 -0.4 -0.2 -0.3 0.20
O -0.1965 3.1039 -0.3792 0.2 0.0 -0.2 -0.60
O 0.4862 -2.5637 0.7286 0.2 0.9 -0.1 -0.62
O -1.2152 1.5411 1.2354 -0.1 -0.1 -0.1 -0.68
O 1.1641 -0.6935 -0.3284 0.3 0.6 -0.2 -0.19
F -1.7145 1.6391 -2.5608 0.2 -0.1 0.0 -0.24
F -2.6310 0.2702 -1.1793 0.2 -0.1 0.0 -0.26
S -1.3718 2.3018 -0.0206 -0.2 0.6 0.5 0.51
H 0.8014 -1.1148 2.8762 0.0 -0.1 0.0 0.30
H 0.0750 0.1992 1.9019 0.1 0.0 0.0 0.14
H 1.8247 0.0445 1.9746 0.1 0.1 0.0 0.28
H 1.1237 -0.4908 -2.3534 0.1 0.2 0.0 0.37
H 0.4217 -2.1019 -1.6805 -0.1 -0.2 0.1 0.35

***

17
Properties=species:S:1:pos:R:3:forces:R:3:mulliken_charge:R:1 method="wB97M-V/def2-TZVPD" homo_energy_ev=-14.332 total_charge=+1 orbital_gap_ev=9.04 lumo_ev=-5.3
C 1.0925 0.0113 -0.0074 0.5 -0.6 1.7 0.50
C -1.8994 -0.4764 -1.0122 -1.8 -2.0 -0.1 -0.48
C -1.7836 0.4796 0.1531 -0.2 1.1 0.8 -0.55
C 2.5616 0.5786 -0.1751 -1.9 -1.2 -2.6 0.76
N 0.5627 -0.8344 -0.7897 0.9 -1.0 -2.6 -0.45
N -0.9836 -1.8709 1.1657 0.2 -3.4 -3.1 -0.28
N 0.6321 0.3002 1.2189 -0.7 0.2 -0.5 -0.24
F 3.1928 -0.0003 -1.1915 0.0 -0.3 0.6 -0.22
F 2.5578 1.8617 -0.4117 -0.1 1.3 0.3 -0.23
F 3.0870 0.3015 0.9767 1.9 -0.1 1.2 -0.24
S -0.6840 -1.8777 -0.7455 -0.4 3.0 3.9 0.39
S -0.9413 -0.4540 1.6311 0.0 3.8 -0.6 0.32
H -2.9845 -0.8915 -1.0986 2.1 0.5 0.0 0.37
H -1.5846 -0.0777 -1.9641 0.1 0.3 -0.3 0.37
H -1.2942 1.4862 -0.0331 -0.4 -1.5 0.2 0.32
H -2.8193 0.6762 0.4656 0.4 0.1 0.3 0.43
H 1.2879 0.7878 1.8177 -0.6 -0.2 0.7 0.25

***

12
Properties=species:S:1:pos:R:3:forces:R:3:mulliken_charge:R:1 method="wB97M-V/def2-TZVPD" homo_energy_ev=-8.402 orbital_gap_ev=8.35 lumo_ev=-0.1
C 0.1445 -1.2031 -0.7547 1.0 -0.5 -1.2 -0.18
C -0.3158 1.4097 -1.6663 0.1 1.1 -2.0 -0.33
C 0.4688 0.0257 -0.0593 -0.9 0.3 1.7 -0.80
C -0.5649 1.1978 -0.2457 -2.0 -1.6 -0.5 -0.19
N 0.5947 -1.3900 -1.9609 -0.3 0.9 -1.2 0.45
N 0.9301 -1.3134 -3.0442 0.1 -0.6 1.1 -0.58
F -1.2773 0.8429 -2.5128 1.2 0.7 2.6 -0.16
H -0.4926 -1.9309 -0.3863 -1.0 -1.3 0.6 0.43
H 0.4557 -0.1535 1.0358 0.2 0.0 -0.6 0.30
H 1.3975 0.4280 -0.3447 1.4 0.3 -0.2 0.42
H -0.3165 1.8857 0.5687 -0.1 0.5 -1.0 0.36
H -1.5818 0.7797 -0.1717 0.1 0.2 0.7 0.28

***

13
Properties=species:S:1:pos:R:3:forces:R:3:mulliken_charge:R:1 method="wB97M-V/def2-TZVPD" homo_energy_ev=-8.929 orbital_gap_ev=9.51 lumo_ev=0.6 smiles=NCc1cnc(F)o1
N -1.7172 -1.0949 -0.4142 -2.1 -1.1 1.7 -0.62
C -1.2886 0.2360 0.2215 -2.7 0.0 -1.1 -0.25
C 0.2154 0.3450 0.1375 0.2 1.0 -0.9 0.39
C 1.1381 1.3372 -0.1425 -3.4 2.7 1.7 -0.31
N 2.3834 0.8739 -0.2413 0.6 -3.8 -0.4 -0.48
C 2.1682 -0.4475 -0.1349 2.3 2.7 0.8 0.45
F 3.1932 -1.2762 -0.0061 -1.1 -0.2 -0.3 -0.21
O 0.9518 -0.8515 0.1527 0.0 0.4 -0.5 -0.25
H -1.5113 -1.9865 0.3196 -1.2 3.3 -2.6 0.23
H -2.8316 -0.9838 -0.6915 3.8 -0.9 1.5 0.27
H -1.9966 1.0665 -0.5121 2.8 -2.0 2.5 0.29
H -1.6320 0.2964 1.3158 0.3 0.3 -1.6 0.19
H 0.9274 2.4852 -0.0045 0.4 -2.5 -0.8 0.28

***

13
Properties=species:S:1:pos:R:3:forces:R:3:mulliken_charge:R:1 method="wB97M-V/def2-TZVPD" homo_energy_ev=-8.437 orbital_gap_ev=9.15 lumo_ev=0.7
F -3.3670 -0.0347 0.0014 -0.1 0.0 0.0 -0.26
C -2.2713 -0.8267 -0.0020 0.8 0.0 0.0 -0.36
C -1.0706 -0.2482 -0.0028 -0.4 -0.1 -0.1 0.23
C -0.7934 1.2452 0.0002 -0.5 -0.2 0.0 -0.26
N 0.6475 1.2556 -0.0058 1.4 1.0 0.1 -0.11
C 1.2118 0.0263 0.0062 0.3 0.2 -0.1 -0.02
S 2.8322 -0.3362 0.0007 -0.4 0.1 0.0 -0.38
N 0.1845 -0.8641 0.0017 -0.4 -0.4 0.0 -0.08
H -2.4756 -1.8933 0.0070 0.0 0.3 0.0 0.36
H -1.2163 1.7404 -0.8817 0.0 -0.1 0.1 0.25
H -1.2295 1.6918 0.8989 0.1 0.1 -0.1 0.24
H 1.2711 2.0857 0.0055 -1.0 -1.1 0.0 0.21
H 0.3555 -1.8529 -0.0348 0.0 0.0 0.0 0.17

***

11
Properties=species:S:1:pos:R:3:forces:R:3:mulliken_charge:R:1 method="wB97M-V/def2-TZVPD" homo_energy_ev=-10.230 orbital_gap_ev=10.12 lumo_ev=-0.1 smiles="C/C=C(/F)C=O"
C -2.0996 0.0227 0.0316 0.3 -0.4 -0.6 -0.99
C -0.8406 -0.8184 -0.0152 -3.3 1.3 0.3 -0.10
C 0.3713 -0.4485 -0.0068 4.0 1.1 0.1 0.31
F 1.3472 -1.4190 0.0126 -0.1 0.0 -0.2 -0.31
C 1.0184 0.8582 -0.0017 -1.4 3.5 0.7 -0.06
O 0.4078 1.9588 -0.0195 1.9 -3.3 -0.1 -0.51
H -2.6403 -0.3767 -0.8249 -0.4 0.5 -0.3 0.28
H -2.7225 -0.2788 0.8751 0.2 0.2 0.2 0.30
H -1.9921 1.1358 -0.0400 0.2 -1.3 0.1 0.31
H -0.8511 -1.8484 -0.1398 -1.0 -2.0 0.1 0.42
H 2.1219 0.7845 0.1249 -0.3 0.3 -0.3 0.32

***

12
Properties=species:S:1:pos:R:3:forces:R:3:mulliken_charge:R:1 method="wB97M-V/def2-TZVPD" homo_energy_ev=-9.985 orbital_gap_ev=10.83 lumo_ev=0.8 smiles=FC1[C@H]2OCO[C@H]12
F 1.3538 1.7323 1.5785 1.1 -0.3 -0.2 -0.26
C 0.5091 0.7059 1.4956 -0.5 0.5 -0.1 0.02
C -0.4121 0.5137 0.3555 -4.0 0.2 -1.2 -0.06
O -0.7128 0.6645 -1.0585 1.0 1.4 0.7 -0.36
C -0.4924 -0.6342 -1.5034 -1.4 -2.7 2.1 -0.25
O 0.2409 -1.4979 -0.4174 0.1 1.4 0.5 -0.40
C 0.6489 -0.3744 0.4186 3.1 -0.3 -2.6 -0.04
H 0.0887 0.5255 2.4225 -1.0 -0.3 1.9 0.38
H -1.3428 0.0398 0.7204 0.5 0.3 0.6 0.19
H 0.1295 -0.6517 -2.3608 0.2 -0.1 -1.0 0.31
H -1.4693 -1.2098 -1.5036 1.1 0.7 -0.8 0.27
H 1.4584 0.1861 -0.1474 -0.4 -0.8 0.2 0.20

***

11
Properties=species:S:1:pos:R:3:forces:R:3:mulliken_charge:R:1 method="wB97M-V/def2-TZVPD" homo_energy_ev=-8.478 orbital_gap_ev=7.76 lumo_ev=-0.7
C -0.0478 -0.9097 1.4864 0.3 -0.7 -0.5 -1.09
C 0.1224 -0.6657 -0.0293 0.3 -2.1 -0.7 0.44
S 0.6808 -1.9235 -1.0614 -1.0 2.4 1.9 -0.20
C -0.2764 0.6980 -0.4487 0.2 -0.9 0.4 -0.36
C 0.0320 1.2913 -1.5988 0.2 0.5 -0.1 -0.08
F 0.7502 0.7071 -2.5571 -0.3 0.4 0.3 -0.19
H -0.1523 -1.9720 1.8288 0.1 0.9 -0.8 0.32
H 0.8186 -0.5137 2.0042 0.4 0.1 0.0 0.30
H -0.8629 -0.3293 1.8832 -0.6 0.2 0.0 0.33
H -0.8471 1.2726 0.2879 0.3 -0.1 -0.4 0.20
H -0.2174 2.3449 -1.7952 0.1 -0.6 -0.2 0.32

***

11
Properties=species:S:1:pos:R:3:forces:R:3:mulliken_charge:R:1 method="wB97M-V/def2-TZVPD" homo_energy_ev=-8.555 orbital_gap_ev=8.57 lumo_ev=0.0
C -0.6027 0.4930 0.9614 1.0 0.5 0.0 -0.53
C 0.4419 -0.1275 0.1184 1.0 -0.6 0.7 -0.06
C -1.7679 -1.5619 0.3041 -2.4 -2.3 0.6 -0.04
C 0.2137 -0.7471 -1.0652 2.9 2.0 0.2 -0.69
F -2.5048 -2.7276 0.5264 0.9 1.5 -0.1 -0.15
S -1.6335 -0.7140 1.7685 -0.4 -1.0 0.1 -0.02
H -0.1568 1.0912 1.7471 -0.1 0.3 0.0 0.37
H -1.2101 1.0613 0.3393 -1.4 1.4 -0.7 0.32
H 1.3518 -0.0984 0.7628 -0.1 -1.0 -1.3 0.23
H -0.5437 -0.3474 -1.7224 -0.6 -0.8 0.2 0.31
H 1.1043 -1.1945 -1.5733 -1.0 0.1 0.5 0.26

***

12
Properties=species:S:1:pos:R:3:forces:R:3:mulliken_charge:R:1 method="wB97M-V/def2-TZVPD" homo_energy_ev=-8.727 orbital_gap_ev=9.42 lumo_ev=0.7 smiles=F[C@@H]1[C@H]2SCS[C@@H]12
F -2.7505 0.2212 -0.3028 0.5 -0.8 -0.7 -0.30
C -1.4313 -0.1236 -0.5581 -0.2 -0.1 -2.1 0.13
C -0.6367 -0.9007 0.4844 -0.2 2.5 1.5 -0.29
S 0.8552 -1.4240 -0.3130 -0.5 -3.0 -0.3 -0.20
C 1.8851 -0.0847 -0.0983 3.4 3.5 0.7 -0.42
S 0.9741 1.4950 -0.2117 -0.5 -0.2 -0.8 -0.15
C -0.5193 0.6790 0.1759 -2.8 2.5 4.6 -0.29
H -1.0486 -0.2480 -1.6153 -1.6 -0.4 0.9 0.30
H -1.0549 -1.1700 1.5575 1.1 0.3 -2.6 0.34
H 2.6695 0.0615 -0.9984 -1.4 -1.0 2.4 0.33
H 2.2918 0.1241 0.9803 0.1 -1.4 -2.1 0.28
H -1.2345 1.3702 0.8996 2.1 -1.9 -1.4 0.27

***

12
Properties=species:S:1:pos:R:3:forces:R:3:mulliken_spin:R:1 method="wB97M-V/def2-TZVPD" homo_energy_ev="-11.467 / -13.955" total_charge=+1 orbital_gap_ev="5.48 / 7.57" spin_multiplicity=7 lumo_ev="-6.0 / -6.4"
O -1.7177 1.1369 0.3807 0.9 0.3 0.2 0.21
C -2.9525 -0.6049 0.4017 -1.1 -1.6 0.2 0.09
C -1.7406 -0.1106 0.5185 2.4 1.5 -0.7 0.19
H -3.6918 -0.7896 1.1794 0.1 0.0 -0.1 0.00
H -0.3961 -0.5962 0.4075 -0.3 0.0 0.1 -0.12
H 1.7579 -0.9266 1.0125 -0.7 0.1 0.1 0.02
H 1.0398 -0.6288 -1.8959 0.1 0.5 -0.1 0.02
C 1.7300 -0.4056 -1.0814 0.2 0.4 -2.1 0.12
C 1.2420 -0.3690 0.2203 -0.6 -1.1 3.1 0.42
O 1.5180 0.9696 0.1700 0.4 -1.2 -0.9 -0.02
Fe 0.4430 2.5210 0.0324 -1.3 1.2 -0.1 5.05
H 2.7681 -0.1963 -1.3459 -0.2 -0.2 0.3 0.03

***

15
Properties=species:S:1:pos:R:3:forces:R:3:mulliken_charge:R:1 method="wB97M-V/def2-TZVPD" homo_energy_ev="-19.298 / -19.482" total_charge=+2 orbital_gap_ev="7.38 / 8.88" lumo_ev="-11.9 / -10.6"
O 1.7884 0.9719 -0.4551 -1.2 0.0 -1.3 -0.12
C 2.4373 -0.1402 -0.2805 -2.1 -2.9 2.9 0.77
C -0.0326 0.4085 0.1518 -2.7 -1.4 0.3 0.05
O 3.6585 -0.0546 -0.0375 1.1 -0.9 -0.7 -0.28
O 1.7319 -1.2005 -0.0352 0.9 0.3 -0.7 -0.26
C 0.3136 -1.0196 -0.2732 -0.2 0.3 -0.2 -0.32
Ga 3.4226 1.7083 -0.5984 3.2 3.6 -0.5 0.58
H -0.3939 1.0177 -0.6839 0.3 0.4 1.1 0.36
H 0.2473 0.6281 1.1880 0.0 0.8 -0.8 0.30
H 0.1208 -1.1749 -1.3397 0.0 -0.1 0.2 0.30
H -0.1969 -1.7711 0.3338 0.2 0.2 -0.1 0.37
O -3.8818 -0.0331 0.8158 1.6 1.5 -2.8 -0.24
C -2.7945 0.3787 0.1188 0.4 -3.0 5.9 0.43
O -1.7552 0.0897 0.7929 -0.6 1.3 -3.3 -0.37
H -4.6656 0.1910 0.3024 -0.9 0.0 -0.1 0.41

***

13
Properties=species:S:1:pos:R:3:forces:R:3:mulliken_charge:R:1 method="wB97M-V/def2-TZVPD" homo_energy_ev=-7.048 orbital_gap_ev=6.76 lumo_ev=-0.3
H 1.5830 0.0953 1.5055 -0.2 -0.3 -0.1 0.31
C 0.8822 -0.4851 0.8795 -1.4 1.2 0.3 0.54
C -0.4868 -0.1218 0.9099 0.6 -0.7 0.7 -1.23
O 1.3815 -1.3849 0.1276 -4.8 2.4 -0.3 -0.63
Hg 3.1264 -2.3638 0.0362 5.2 -2.9 -0.3 -0.15
H -0.8153 0.2649 1.8805 0.1 0.3 -0.4 0.36
H -1.1557 -0.8975 0.5120 0.1 0.3 0.0 0.27
C -1.0558 1.4715 -0.3524 0.2 -0.1 -0.9 -0.31
C -0.8979 1.0395 -1.6950 0.1 -0.2 1.0 -0.08
O -0.4896 -0.0158 -2.1447 -0.1 0.1 -0.1 -0.53
Li 0.4135 -1.5558 -1.4833 0.1 0.4 0.1 0.76
H -0.3825 2.2980 -0.0934 -0.2 -0.3 0.0 0.33
H -2.1030 1.6554 -0.0824 0.3 -0.1 0.1 0.35

***

10
Properties=species:S:1:pos:R:3:forces:R:3:mulliken_charge:R:1 method="wB97M-V/def2-TZVPD" homo_energy_ev=-9.097 orbital_gap_ev=9.61 lumo_ev=0.5 smiles="C=CC(=C)I"
C -0.5782 -0.2390 -1.4522 1.1 0.3 -3.2 -0.68
C -0.5785 0.1614 -0.2276 -1.7 -2.5 2.3 -0.02
C -0.9438 -0.8876 0.8249 -0.4 0.9 -2.7 0.06
C -0.2709 -0.9022 1.9134 1.3 0.0 2.3 -0.72
I -2.1290 -2.5847 0.4230 -0.1 0.4 -0.2 0.09
H -0.2171 0.5069 -2.2013 -0.5 -1.1 0.2 0.23
H -0.7410 -1.3093 -1.7086 -0.1 1.2 -0.1 0.17
H -0.3249 1.1266 0.1202 0.2 0.9 0.3 0.36
H -0.4083 -1.6826 2.6393 0.3 0.0 0.4 0.27
H 0.4880 -0.1354 2.0116 0.0 0.0 0.6 0.24

***

10
Properties=species:S:1:pos:R:3:forces:R:3:mulliken_charge:R:1 method="wB97M-V/def2-TZVPD" homo_energy_ev="-8.009 / -8.475" orbital_gap_ev="7.65 / 7.96" lumo_ev="-0.4 / -0.5"
C -0.2352 1.9179 0.5646 -0.8 -0.2 0.2 -0.66
C -0.9542 1.0588 0.0640 1.1 0.9 0.9 0.50
C -1.3660 -0.1086 -0.4632 0.1 0.8 -0.6 -1.08
C 1.2565 -1.3747 -0.1322 -0.1 0.0 2.8 -0.84
I 2.2981 0.3133 0.6086 -0.3 -1.7 -0.5 0.13
H 0.3099 2.5373 1.2227 -0.1 0.6 0.0 0.45
H -1.5076 -0.0788 -1.5189 -0.4 -0.7 -0.6 0.33
H -1.3605 -0.9518 0.1680 -0.5 -1.0 0.3 0.43
H 0.8709 -1.2482 -1.0914 -0.2 0.1 -1.5 0.43
H 0.6882 -2.0651 0.5780 1.2 1.2 -0.9 0.31

***

10
Properties=species:S:1:pos:R:3:forces:R:3:mulliken_charge:R:1 method="wB97M-V/def2-TZVPD" homo_energy_ev=-8.565 orbital_gap_ev=9.28 lumo_ev=0.7 smiles="C=C1C[C@H]1I"
C 1.1561 1.4743 0.0027 -4.7 -0.9 -2.1 -0.64
C 0.4648 0.3307 0.0974 -2.5 0.1 -2.4 0.19
C 0.0674 -1.0099 0.4533 -0.4 -1.4 0.6 -0.38
C -0.9911 -0.4598 -0.5404 3.6 0.7 0.8 -0.59
I -2.9126 -0.0683 -0.0138 -1.0 0.4 0.6 0.06
H 0.7419 2.3622 -0.5792 0.8 -1.4 0.9 0.23
H 2.0550 1.4554 0.4414 3.4 0.6 1.7 0.31
H 0.5350 -1.9670 0.2323 0.8 0.4 -1.2 0.24
H -0.0936 -1.2989 1.5089 -1.0 1.2 -0.2 0.25
H -1.0229 -0.8185 -1.6026 0.8 0.4 1.3 0.33

***

12
Properties=species:S:1:pos:R:3:forces:R:3:mulliken_charge:R:1 method="wB97M-V/def2-TZVPD" homo_energy_ev=-9.056 orbital_gap_ev=8.88 lumo_ev=-0.2
C -1.6269 -1.1892 -1.2947 0.9 -3.8 -0.3 -0.58
C 1.0293 0.1476 1.7474 -1.4 0.1 4.4 -0.53
C -1.3255 0.0380 -1.2718 0.2 4.1 -1.1 -0.38
C 1.7135 0.6695 0.7726 0.8 0.5 -1.0 -0.17
I -2.0377 1.4357 0.1017 0.0 -0.1 0.0 0.03
I 1.8765 2.7774 0.4771 0.0 -0.9 0.1 0.13
I 2.8249 -0.5882 -0.5122 -0.3 0.4 0.1 0.09
H -1.1225 -1.8259 -1.9981 0.0 0.0 -0.9 0.25
H -2.0198 -1.8092 -0.5591 -1.3 -0.3 1.6 0.32
H 0.6105 0.8134 2.6501 0.7 -1.2 -2.5 0.22
H 0.9391 -0.9335 2.0606 0.3 1.2 -1.1 0.25
H -0.8614 0.4642 -2.1738 0.1 0.1 0.8 0.37

***

13
Properties=species:S:1:pos:R:3:forces:R:3:mulliken_charge:R:1 method="wB97M-V/def2-TZVPD" homo_energy_ev="-8.292 / -8.425" orbital_gap_ev="6.68 / 6.82" lumo_ev="-1.6 / -1.6"
C 0.4825 -0.0914 -1.9782 -0.5 0.7 1.8 0.25
C 0.6831 0.9854 1.0667 -0.3 1.8 -0.9 -1.04
C -1.0088 -0.4214 -0.1338 1.0 -1.7 -2.9 -0.88
C 0.0331 -0.3203 0.8027 2.0 -1.7 1.2 -0.23
O 1.5398 0.3519 -1.7810 -0.5 -0.6 -0.4 -0.32
I -0.4479 -0.5333 -3.8471 -0.1 -0.1 -0.6 0.07
I -1.6462 -2.3195 -0.7268 -0.1 -0.1 0.2 0.19
I -0.9928 -0.6351 2.8360 0.1 -0.5 -0.3 0.01
H 1.1505 1.4504 0.1294 0.0 -1.1 1.5 0.30
H -0.1752 1.6912 1.2225 1.1 -0.2 0.8 0.36
H 1.3508 0.7290 1.9377 -0.5 1.5 -1.0 0.36
H -1.8376 0.2169 -0.2042 -0.6 1.3 0.0 0.49
H 0.8686 -1.1038 0.6761 -1.7 0.7 0.4 0.45

***

15
Properties=species:S:1:pos:R:3:forces:R:3:mulliken_charge:R:1 method="wB97M-V/def2-TZVPD" homo_energy_ev=-9.207 orbital_gap_ev=8.70 lumo_ev=-0.5
C -0.4721 -0.4553 0.6357 -0.3 0.0 0.3 0.79
C 1.5667 -0.9680 1.5598 1.6 -2.9 -0.8 -0.64
C -2.6642 0.5652 -1.2951 2.0 1.2 0.1 -1.08
C -2.7157 -0.2778 -0.0232 -0.6 -0.8 -0.8 -0.36
O -0.1003 -0.7136 -0.4589 0.3 0.0 -1.1 -0.46
O 0.2508 -0.4554 1.7394 0.2 0.0 0.3 -0.32
O -1.7618 -0.1716 0.9523 1.0 0.4 0.5 -0.16
I -2.7573 2.7442 -0.9794 0.1 -0.8 0.0 0.06
I -2.7606 -2.3735 -0.8384 -0.2 0.4 0.2 0.15
I -4.5006 0.0070 1.1625 0.0 0.0 -0.5 0.19
H 1.9061 -1.5553 2.5099 -1.1 0.9 -1.8 0.23
H 2.3330 -0.2318 1.4052 -0.1 1.0 0.1 0.29
H 1.6550 -1.5926 0.5372 -0.5 1.0 2.7 0.29
H -3.5025 0.3330 -1.8444 -2.3 -0.3 -0.9 0.60
H -1.8616 0.4397 -2.0805 -0.2 -0.2 1.7 0.45

***

12
Properties=species:S:1:pos:R:3:forces:R:3:mulliken_charge:R:1 method="wB97M-V/def2-TZVPD" homo_energy_ev=-8.242 orbital_gap_ev=8.53 lumo_ev=0.3 smiles="CC(I)=C=N.C#N"
C -0.2427 -0.8972 1.7470 -2.1 -0.7 -1.1 -1.35
C 0.3742 -0.4821 0.4529 -0.3 -2.0 -0.2 0.08
I 2.2809 0.3274 0.5050 0.2 0.1 0.0 0.07
C -0.0134 -1.0647 -0.6754 0.7 1.7 0.7 0.33
N -0.3114 -1.4321 -1.7861 -0.5 0.3 -1.6 -0.56
H 0.1433 -1.7480 2.2148 1.7 -1.3 0.5 0.38
H -0.2632 -0.1553 2.4772 -0.2 1.5 1.1 0.39
H -1.2666 -1.3248 1.6173 0.3 1.0 -0.4 0.34
H -0.7313 -0.7029 -2.4288 0.3 -1.0 1.1 0.31
C 0.0361 2.5263 -1.3790 -1.4 -1.4 0.6 0.04
N -0.7573 1.7679 -1.0532 -0.2 0.3 -0.2 -0.36
H 0.7511 3.1855 -1.6919 1.4 1.3 -0.5 0.32

***

Result set for ΔE to the lowest compared entry with this formula, charge and spin: 0.0, 13.2, 133.3, 62.8, 6.5, 14.1, 140.8, 19.8, 84.1, 47.0, 120.6, 3.6, 7.1, 6.9, 102.0, 48.0, 28.7, 33.9, 0.0, 55.9 kcal/mol, one per record in the order listed.